[1]
Molecular formula: C24H66F9N5O7P
Method: DFT, ωB97M-V with the def2-TZVPD basis set

Each line ends with the Löwdin charge.
Atoms and positions in Å:
C  6.186  5.343  -6.906  -0.019
C  5.848  4.091  -7.701  -0.308
C  4.659  3.334  -7.120  -0.176
O  3.605  4.205  -7.409  -0.225
C  2.254  3.692  -7.660  -0.006
N  5.415  4.567  -9.046  0.210
H  5.445  3.837  -9.762  0.178
H  4.405  4.675  -8.795  0.136
H  5.853  5.399  -9.482  0.195
H  7.067  5.799  -7.257  0.080
H  6.261  5.219  -5.845  0.094
H  5.332  6.012  -6.965  0.098
H  6.707  3.415  -7.746  0.162
H  4.779  3.271  -6.038  0.144
H  4.653  2.310  -7.586  0.155
H  1.786  4.364  -8.353  0.090
H  1.656  3.686  -6.770  0.085
H  2.279  2.655  -8.053  0.106
C  2.834  -2.811  -1.081  -0.047
C  2.761  -2.251  0.346  -0.382
C  4.070  -1.665  0.880  -0.181
O  3.888  -1.075  2.182  -0.186
C  3.834  -1.985  3.254  -0.105
N  1.625  -1.248  0.504  0.046
H  1.729  -0.529  -0.197  0.065
H  -0.296  -1.177  0.328  0.034
H  1.622  -0.793  1.407  0.077
H  2.005  -3.384  -1.489  0.071
H  3.781  -3.301  -1.200  0.072
H  2.904  -1.966  -1.784  0.080
H  2.394  -3.029  1.010  0.127
H  4.431  -0.927  0.175  0.126
H  4.766  -2.517  0.863  0.128
H  4.249  -2.977  3.023  0.100
H  2.859  -2.100  3.694  0.081
H  4.502  -1.581  3.971  0.075
C  2.299  6.064  6.599  -0.026
C  1.583  4.762  6.814  -0.299
C  1.885  3.657  5.855  -0.200
O  3.278  3.461  5.760  -0.175
C  3.689  2.491  4.848  -0.096
N  1.720  4.323  8.301  0.246
H  1.846  5.174  8.811  0.149
H  0.875  3.838  8.648  0.185
H  2.541  3.702  8.402  0.182
H  2.244  6.336  5.504  0.127
H  3.403  5.982  6.807  0.120
H  1.872  6.902  7.062  0.068
H  0.529  4.849  6.774  0.141
H  1.452  3.886  4.852  0.157
H  1.386  2.750  6.169  0.127
H  4.785  2.370  4.880  0.106
H  3.506  2.852  3.852  0.087
H  3.222  1.513  4.946  0.089
C  -3.071  -2.669  -3.216  -0.034
C  -3.398  -4.091  -2.893  -0.337
C  -2.312  -5.037  -3.510  -0.186
O  -2.689  -6.293  -3.017  -0.225
C  -2.035  -7.372  -3.699  -0.043
N  -3.561  -4.440  -1.478  0.197
H  -4.323  -3.990  -0.949  0.123
H  -3.711  -5.523  -1.427  0.208
H  -2.709  -4.294  -0.861  0.193
H  -3.913  -1.988  -3.138  0.090
H  -2.720  -2.609  -4.254  0.104
H  -2.236  -2.284  -2.607  0.085
H  -4.345  -4.407  -3.382  0.173
H  -1.229  -4.778  -3.240  0.164
H  -2.433  -4.989  -4.580  0.128
H  -1.113  -7.573  -3.168  0.097
H  -1.943  -7.180  -4.750  0.090
H  -2.656  -8.261  -3.624  0.099
C  -3.626  -3.514  3.717  -0.041
C  -3.624  -2.894  2.335  -0.289
C  -5.058  -2.914  1.745  -0.158
O  -5.175  -2.749  0.306  -0.237
C  -6.563  -2.550  -0.075  -0.053
N  -3.014  -1.495  2.243  0.210
H  -3.514  -0.725  2.733  0.154
H  -2.011  -1.399  2.488  0.126
H  -2.972  -1.232  1.216  0.131
H  -2.920  -3.071  4.473  0.104
H  -3.442  -4.640  3.556  0.124
H  -4.547  -3.510  4.291  0.084
H  -2.967  -3.491  1.677  0.143
H  -5.709  -2.183  2.146  0.109
H  -5.493  -3.893  2.123  0.157
H  -7.158  -3.449  -0.070  0.093
H  -6.595  -2.106  -1.078  0.102
H  -7.036  -1.871  0.607  0.084
C  -1.421  0.363  -0.232  -0.360
O  -2.810  0.253  -0.036  -0.110
O  -1.025  -0.967  -0.247  0.018
C  -0.955  0.970  -1.509  -0.491
F  -1.470  2.247  -1.544  0.126
F  0.392  1.033  -1.557  0.156
F  -1.410  0.243  -2.576  0.139
C  -3.469  1.465  0.381  -0.193
C  -4.963  1.143  0.754  -0.020
H  -5.559  1.318  -0.135  0.075
H  -5.111  0.146  1.174  0.048
H  -5.172  1.966  1.451  0.091
H  -3.354  2.272  -0.348  0.122
H  -2.956  1.782  1.262  0.098
H  -1.078  0.870  0.678  0.150
P  -1.150  0.705  4.262  0.171
F  -1.056  2.322  4.133  -0.157
F  0.460  0.604  4.238  -0.154
F  -1.259  0.721  5.849  -0.126
F  -1.267  -0.890  4.308  -0.155
F  -2.749  0.899  4.203  -0.151
F  -1.064  0.530  2.577  -0.213

Output
Charge: +3
LUMO, eV: -5.48
HOMO-LUMO gap, eV: 8.879
Maximum force, Eh/bohr: 0.0677
M, g/mol: 738.78
2S+1: 1
HOMO, eV: -14.36



[2]
Molecular formula: C24H67F6N3O11P
Method: DFT, ωB97M-V with the def2-TZVPD basis set

Each line ends with the Löwdin charge.
Atoms and positions in Å:
P  -11.437  7.585  24.990  0.204
F  -10.862  9.043  24.676  -0.141
F  -9.925  6.993  25.223  -0.168
F  -11.383  7.948  26.572  -0.159
F  -12.090  6.166  25.350  -0.143
F  -12.946  8.236  24.907  -0.164
F  -11.364  7.169  23.420  -0.146
C  -9.953  15.934  23.369  -0.129
O  -10.275  14.838  22.528  -0.188
C  -10.965  13.828  23.275  -0.215
C  -11.105  12.616  22.359  -0.197
N  -12.368  12.663  21.594  -0.049
C  -13.509  12.254  22.415  -0.200
C  -13.649  10.734  22.514  -0.203
O  -13.895  10.256  21.192  -0.202
C  -13.665  8.897  20.996  -0.121
H  -9.072  15.759  23.992  0.082
H  -10.771  16.237  24.031  0.082
H  -9.763  16.755  22.675  0.083
H  -11.935  14.262  23.537  0.114
H  -10.496  13.547  24.225  0.118
H  -10.943  11.669  22.893  0.102
H  -10.315  12.607  21.604  0.119
H  -12.290  11.951  20.872  0.097
H  -14.409  12.569  21.877  0.114
H  -13.476  12.608  23.444  0.116
H  -14.452  10.371  23.158  0.130
H  -12.702  10.302  22.860  0.100
H  -12.805  8.557  21.599  0.075
H  -13.423  8.705  19.950  0.084
H  -14.452  8.211  21.342  0.084
C  -14.249  0.982  24.179  -0.108
O  -13.077  0.797  23.409  -0.171
C  -12.221  1.914  23.553  -0.235
C  -10.955  1.620  22.763  -0.217
N  -9.934  2.636  22.932  -0.051
C  -10.306  3.978  22.491  -0.211
C  -10.745  4.147  21.042  -0.209
O  -9.805  3.746  20.067  -0.183
C  -8.578  4.416  20.134  -0.124
H  -14.017  1.295  25.199  0.086
H  -14.782  0.030  24.239  0.084
H  -14.957  1.669  23.702  0.076
H  -11.861  2.203  24.549  0.125
H  -12.726  2.776  23.102  0.105
H  -11.263  1.529  21.705  0.112
H  -10.578  0.612  22.944  0.123
H  -9.041  2.320  22.594  0.104
H  -9.411  4.574  22.698  0.105
H  -11.015  4.392  23.211  0.101
H  -10.915  5.224  20.902  0.122
H  -11.651  3.580  20.837  0.116
H  -7.958  4.171  19.267  0.084
H  -8.004  4.127  21.017  0.082
H  -8.702  5.502  20.036  0.093
C  -3.522  8.030  30.876  -0.140
O  -4.360  8.224  29.778  -0.195
C  -4.734  7.051  29.073  -0.243
C  -5.972  7.216  28.224  -0.207
N  -6.162  6.001  27.448  -0.057
C  -7.293  6.167  26.526  -0.227
C  -7.699  4.857  25.897  -0.223
O  -8.425  4.047  26.807  -0.185
C  -9.817  4.307  26.797  -0.103
H  -3.949  7.329  31.602  0.084
H  -3.272  9.032  31.212  0.086
H  -2.556  7.560  30.622  0.082
H  -4.825  6.250  29.825  0.116
H  -3.862  6.698  28.503  0.123
H  -5.807  8.043  27.538  0.128
H  -6.784  7.385  28.939  0.126
H  -6.396  5.158  27.961  0.111
H  -7.085  6.833  25.682  0.112
H  -8.168  6.595  27.029  0.108
H  -6.782  4.343  25.583  0.124
H  -8.237  4.996  24.955  0.104
H  -10.335  3.712  27.547  0.083
H  -10.264  4.041  25.833  0.073
H  -9.973  5.373  26.955  0.066
C  -13.778  4.256  27.047  -0.156
O  -13.579  3.644  28.317  -0.129
H  -13.031  3.923  26.319  0.057
H  -14.790  4.068  26.702  0.073
H  -13.611  5.334  27.121  0.073
H  -12.821  4.044  28.746  0.063
C  -9.402  10.638  26.850  -0.148
O  -8.952  11.788  27.584  -0.137
H  -8.703  9.801  26.764  0.075
H  -10.221  10.254  27.458  0.070
H  -9.746  10.982  25.873  0.063
H  -8.281  12.218  27.045  0.061
C  -13.840  9.245  28.232  -0.214
O  -14.309  9.520  26.948  -0.111
H  -14.158  8.280  28.657  0.071
H  -12.760  9.231  28.424  0.062
H  -14.180  9.996  28.954  0.069
H  -13.755  9.005  26.324  0.041
C  -7.929  8.784  22.452  -0.170
O  -8.051  7.675  23.309  -0.139
H  -7.246  8.594  21.624  0.071
H  -8.907  9.033  22.015  0.075
H  -7.628  9.668  23.032  0.075
H  -8.928  7.661  23.716  0.023
C  -16.542  4.900  23.610  -0.073
C  -15.147  5.020  22.974  -0.327
O  -14.314  5.845  23.747  -0.077
H  -16.520  4.916  24.696  0.067
H  -16.995  3.954  23.308  0.064
H  -17.177  5.693  23.216  0.066
H  -15.167  5.280  21.911  0.105
H  -14.762  3.992  22.927  0.076
H  -13.386  5.689  23.542  0.050

Output
ΔE to the lowest compared entry with this formula, charge and spin, kJ/mol: 0.0
Charge: -1
LUMO, eV: 2.42
HOMO-LUMO gap, eV: 9.084
Maximum force, Eh/bohr: 0.0379
M, g/mol: 718.77
2S+1: 1
HOMO, eV: -6.66



Computed calculated total energy, in the same sequence as the records: -81468.798 -78563.751 eV.